{"formula": "C46H64BN6O2S5SbTi", "method": "ωB97M-V/def2-TZVPD", "symbols": ["Ti", "C", "C", "C", "C", "N", "C", "C", "N", "B", "N", "C", "C", "N", "C", "S", "C", "C", "C", "C", "N", "C", "C", "N", "C", "S", "C", "C", "C", "C", "C", "S", "H", "H", "H", "H", "H", "H", "H", "H", "H", "H", "H", "H", "H", "H", "H", "H", "H", "H", "H", "H", "H", "H", "H", "H", "H", "H", "H", "H", "H", "H", "H", "H", "H", "H", "O", "S", "C", "C", "C", "C", "H", "H", "H", "H", "H", "H", "H", "H", "S", "Sb", "C", "C", "C", "C", "C", "C", "C", "C", "C", "C", "C", "C", "C", "C", "C", "C", "C", "C", "H", "H", "H", "H", "H", "H", "H", "H", "H", "H", "H", "H", "H", "H", "H", "C", "C", "C", "O", "H", "H", "H", "H", "H", "H", "H"], "coordinates": [[0.7737, -0.3014, -0.0788], [2.4348, 4.1313, 2.1206], [2.1745, 2.9386, 3.0396], [2.2632, 3.3481, 4.5129], [3.2198, 1.8666, 2.7663], [0.7658, 2.4739, 2.8087], [-0.2770, 3.3791, 2.9153], [-1.4265, 2.6797, 2.8762], [-1.1077, 1.3461, 2.7619], [-2.2117, 0.2493, 2.9222], [-1.7118, -0.7736, 3.9926], [-1.2129, -0.1944, 5.1472], [-0.6300, -1.1486, 5.8872], [-0.7876, -2.3480, 5.2129], [-1.4919, -2.1160, 4.0561], [-2.0829, -3.2997, 2.9873], [-0.2202, -3.6431, 5.6833], [0.5829, -3.3851, 6.9578], [-1.3437, -4.6247, 6.0144], [0.7445, -4.1981, 4.6316], [-2.7579, -0.3511, 1.5890], [-3.8748, -1.1560, 1.6664], [-4.3211, -1.3849, 0.4190], [-3.4763, -0.7044, -0.4510], [-2.5358, -0.0696, 0.2962], [-1.2969, 0.9765, -0.3277], [-3.7129, -0.5712, -1.9257], [-4.1406, 0.8617, -2.2429], [-2.4666, -0.9793, -2.7127], [-4.8490, -1.5095, -2.3288], [0.2344, 1.2360, 2.6970], [1.0183, -0.2891, 2.4370], [3.4727, 4.4440, 2.2477], [1.8076, 4.9907, 2.3594], [2.2759, 3.8499, 1.0798], [3.2738, 3.6960, 4.7307], [2.0476, 2.4931, 5.1563], [1.5685, 4.1515, 4.7581], [4.1910, 2.3361, 2.9355], [3.1837, 1.5051, 1.7394], [3.1236, 1.0204, 3.4434], [-0.1128, 4.4354, 3.0084], [-2.4480, 3.0083, 2.9329], [-3.1493, 0.8428, 3.4054], [-1.2966, 0.8623, 5.3313], [-0.1269, -1.0696, 6.8313], [-0.0397, -3.0024, 7.7680], [1.4120, -2.6971, 6.7850], [1.0001, -4.3364, 7.2868], [-1.9758, -4.2191, 6.8074], [-0.9054, -5.5590, 6.3717], [-1.9571, -4.8278, 5.1421], [1.4792, -3.4366, 4.3602], [0.2174, -4.5074, 3.7348], [1.2727, -5.0555, 5.0548], [-4.2283, -1.5322, 2.6082], [-5.1485, -1.9773, 0.0829], [-3.3498, 1.5742, -2.0312], [-5.0232, 1.1314, -1.6594], [-4.3940, 0.9272, -3.3030], [-1.5695, -0.4782, -2.3584], [-2.6070, -0.7072, -3.7605], [-2.3184, -2.0590, -2.6693], [-5.8020, -1.2303, -1.8781], [-4.6236, -2.5483, -2.0812], [-4.9601, -1.4449, -3.4112], [-0.4462, -2.0877, 0.2193], [-0.4393, -3.2908, -0.7050], [0.4325, -4.6224, 0.1824], [-0.6052, -5.5858, 0.7510], [-1.7955, -5.5392, -0.2035], [-2.0591, -4.0602, -0.4460], [1.0453, -4.1190, 0.9303], [1.0841, -5.0940, -0.5552], [-0.9156, -5.2383, 1.7397], [-0.1920, -6.5893, 0.8537], [-2.6802, -6.0264, 0.2067], [-1.5527, -6.0427, -1.1444], [-2.4494, -3.5610, 0.4450], [-2.6924, -3.8464, -1.3039], [2.0837, 1.6923, -0.4913], [1.1096, 1.8577, -2.8443], [2.9363, 2.3950, -3.8152], [3.1581, 2.1133, -5.1605], [4.3717, 2.4286, -5.7591], [5.3759, 3.0369, -5.0217], [5.1647, 3.3226, -3.6801], [3.9566, 2.9960, -3.0796], [0.0281, 1.3666, -4.6911], [-0.3970, 2.3249, -5.6100], [-1.0212, 1.9384, -6.7887], [-1.2218, 0.5910, -7.0632], [-0.8001, -0.3690, -6.1558], [-0.1805, 0.0216, -4.9731], [0.1776, 3.7446, -2.5324], [0.8644, 4.7841, -1.9128], [0.2228, 5.9785, -1.6183], [-1.1210, 6.1426, -1.9276], [-1.8172, 5.1096, -2.5383], [-1.1675, 3.9199, -2.8402], [2.3872, 1.6429, -5.7567], [4.5295, 2.1982, -6.8056], [6.3220, 3.2821, -5.4878], [5.9442, 3.7930, -3.0933], [3.8173, 3.1893, -2.0225], [-0.2417, 3.3806, -5.4138], [-1.3486, 2.6897, -7.4975], [-1.7066, 0.2926, -7.9845], [-0.9502, -1.4206, -6.3699], [0.1409, -0.7353, -4.2620], [1.9079, 4.6596, -1.6436], [0.7747, 6.7808, -1.1436], [-1.6229, 7.0730, -1.6929], [-2.8668, 5.2261, -2.7796], [-1.7221, 3.1236, -3.3252], [3.3807, -1.8334, -0.2236], [2.6989, -1.8728, -1.5885], [3.5642, -1.2549, -2.6719], [1.4499, -1.2149, -1.5373], [4.2732, -2.4630, -0.2158], [2.7196, -2.2139, 0.5644], [3.6788, -0.8128, 0.0274], [2.5055, -2.9267, -1.8458], [3.8246, -0.2274, -2.4072], [3.0310, -1.2413, -3.6243], [4.4862, -1.8264, -2.8058]], "forces_ev_per_angstrom": [[-0.1710, -0.0198, -0.1221], [0.0557, 0.1031, 0.0277], [-0.0743, -0.0443, -0.0213], [0.0314, -0.0141, -0.0120], [0.1170, -0.0119, 0.0830], [0.0030, 0.0754, 0.1158], [-0.0675, -0.0114, -0.0681], [0.0766, -0.0258, 0.0782], [-0.1110, 0.0659, 0.0062], [-0.0286, 0.0977, 0.0179], [-0.0151, -0.0860, 0.0320], [0.0735, -0.0489, -0.0098], [-0.0230, 0.0862, 0.0305], [-0.0717, -0.0389, -0.1110], [-0.0257, 0.0639, -0.0312], [0.2174, 0.0498, 0.2622], [0.0008, 0.0958, 0.0274], [0.0358, -0.0589, 0.0558], [0.0455, -0.0149, 0.0279], [0.0010, 0.0223, 0.0510], [-0.0835, -0.0865, 0.1060], [-0.0238, -0.0246, -0.0922], [0.0062, 0.1066, -0.0042], [-0.0493, 0.0363, 0.0403], [0.1402, -0.0704, -0.2261], [-0.0664, 0.1818, 0.1077], [0.0549, -0.0886, 0.0897], [-0.0265, -0.0351, -0.0057], [-0.0671, 0.0437, -0.0745], [0.0123, -0.0068, -0.0411], [0.0394, -0.2282, -0.1441], [-0.1001, -0.0864, -0.0732], [-0.0179, -0.0098, -0.0163], [-0.0108, -0.0087, 0.0158], [-0.0008, -0.0168, 0.0212], [-0.0048, -0.0033, -0.0043], [0.0003, 0.0009, -0.0019], [-0.0300, 0.0147, -0.0211], [0.0214, -0.0059, -0.0114], [0.0077, 0.0509, 0.1044], [0.0273, 0.0540, -0.0148], [-0.0019, -0.0125, -0.0131], [0.0043, 0.0065, 0.0001], [0.0139, -0.0073, 0.0380], [0.0032, -0.0109, 0.0035], [-0.0351, 0.0248, -0.0516], [-0.0023, -0.0169, -0.0201], [-0.0035, -0.0112, -0.0049], [0.0057, 0.0054, 0.0015], [0.0018, 0.0052, -0.0202], [-0.0102, 0.0043, -0.0092], [-0.0164, -0.0010, -0.0247], [-0.0105, -0.0034, 0.0132], [-0.0537, 0.0026, -0.0504], [-0.0279, 0.0016, -0.0399], [-0.0398, 0.0444, -0.0297], [-0.0139, 0.0027, 0.0102], [0.1084, 0.0589, 0.0360], [0.0080, -0.0082, 0.0046], [0.0141, 0.0220, 0.0242], [-0.0632, -0.0509, -0.0372], [-0.0267, -0.0182, 0.0259], [0.0347, -0.0395, 0.0414], [0.0091, 0.0102, 0.0006], [-0.0127, 0.0037, 0.0185], [-0.0098, -0.0023, 0.0107], [0.0367, 0.0417, -0.0569], [-0.0835, 0.1351, 0.0873], [0.0460, -0.0233, -0.0621], [0.0341, -0.0214, 0.1412], [-0.0127, -0.0281, -0.0505], [-0.0029, -0.0217, 0.0233], [-0.0132, -0.0058, 0.0175], [0.0081, -0.0276, 0.0279], [0.0231, -0.0424, -0.1151], [-0.0023, -0.0226, -0.0339], [0.0052, 0.0056, 0.0379], [-0.0036, -0.0061, 0.0065], [0.0066, 0.0013, -0.0352], [-0.0088, -0.0226, -0.0458], [0.0340, 0.1579, 0.0130], [0.0726, -0.0345, 0.1265], [0.0571, 0.0841, 0.0136], [0.0015, 0.0095, -0.0157], [-0.0089, 0.0035, -0.0071], [0.0175, 0.0085, 0.0130], [-0.0188, -0.0065, 0.0134], [0.0127, -0.0078, -0.0040], [-0.0471, -0.0015, -0.2002], [-0.0033, -0.0155, -0.0199], [-0.0160, 0.0139, -0.0066], [-0.0281, 0.0005, -0.0097], [0.0214, 0.0186, -0.0036], [0.0439, -0.0608, -0.0121], [-0.0394, 0.0768, -0.0364], [0.0488, -0.0056, 0.0333], [0.0145, 0.0005, -0.0064], [-0.0094, 0.0048, -0.0028], [0.0137, 0.0193, 0.0147], [-0.0571, -0.0293, -0.0098], [-0.0492, -0.0205, -0.0045], [-0.0012, -0.0043, 0.0041], [-0.0076, 0.0028, -0.0038], [0.0041, -0.0024, -0.0122], [-0.0026, -0.0234, 0.0027], [0.0211, -0.0326, -0.0006], [0.0053, -0.0025, 0.0039], [0.0072, 0.0002, 0.0024], [-0.0019, -0.0013, 0.0145], [0.0200, 0.0282, -0.0054], [-0.0253, 0.0015, -0.0090], [-0.0154, 0.0051, 0.0010], [0.0003, -0.0055, -0.0009], [0.0055, 0.0097, 0.0034], [0.0027, -0.0029, 0.0437], [0.1487, -0.1051, 0.0021], [-0.1125, -0.0664, -0.0961], [0.0995, 0.0029, -0.0410], [0.0692, -0.1824, 0.1562], [0.0163, 0.0337, -0.0143], [-0.0383, 0.0100, -0.0217], [-0.0297, 0.0145, -0.0014], [0.0146, 0.0154, -0.0262], [-0.0259, 0.0008, 0.0116], [-0.0229, -0.0122, 0.0168], [0.0022, 0.0249, 0.0177]], "multiplicity": 3, "largest_force_ha_per_bohr": 0.007, "homo_ev": [-5.967, -7.000], "homo_lumo_gap_ev": [6.28, 6.87], "total_charge": 0, "s2": 2.012}